The following is a quantum chemistry calculation of 2 unconnected molecules or ions with the total composition CH4NO3, from the Open Molecules 2025 dataset.

Geometry as XYZ:
```
9
Properties=species:S:1:pos:R:3
O 2.48 0.49 0.22
O -0.54 0.36 1.30
O -1.83 1.34 -0.22
N -1.19 -0.96 -0.57
C -1.11 0.41 0.21
H 1.70 0.59 -0.40
H 2.04 0.29 1.06
H -0.94 -0.92 -1.59
H -0.60 -1.60 -0.03
```

Properties
Energy relative to the best compared isomer or geometry (same formula, charge and spin) (kcal per mole): 14.7
2S+1: 1
F_max (eV Å⁻¹): 2.65
HOMO-LUMO gap (eV): 8.532
DFT total energy (eV): -8736.307
Charge: -1